Below is C11H5F6MnN3O8S7 as an isolated structure, with properties calculated with ωB97M-V/def2-TZVPD.

Last column: Löwdin spin population.
Geometry (Å):
Mn 0.4372 1.0386 -0.7970  4.71
F 0.4260 -0.0599 2.6291  0.00
C 1.4652 0.5866 3.1586  0.00
F 1.0511 1.7498 3.6454  0.00
F 1.9467 -0.1515 4.1703  0.00
S 2.7789 0.8715 1.8997  0.00
O 2.0945 1.5253 0.8111  0.03
O 3.7861 1.5861 2.6147  0.00
N 3.3066 -0.5740 1.5493  0.00
S 2.7491 -1.4498 0.3690  0.00
O 1.5233 -0.9608 -0.2259  0.03
O 3.7912 -1.9257 -0.4825  0.00
C 2.1972 -2.9579 1.2642  0.00
F 1.7394 -3.8491 0.3814  0.00
F 3.2127 -3.5113 1.9331  0.00
F 1.2196 -2.6836 2.1311  0.00
S -0.3623 8.0704 1.1848  0.00
C -0.2406 6.4727 0.6939  0.00
S 0.6379 5.9549 -0.6788  0.00
C 0.2057 4.2598 -0.6747  0.01
C -0.6371 3.8962 0.3227  0.01
S -1.2964 2.3046 0.5864  0.05
S -1.1182 5.1859 1.3979  0.00
S 0.8415 3.2456 -1.9370  0.05
C -2.5193 -0.8671 1.1952  0.00
C -2.1271 -1.2048 -0.1988  0.01
N -1.1943 -0.6144 -0.9119  0.03
C -1.1535 -1.2490 -2.1231  0.00
C -2.0845 -2.2477 -2.1496  0.00
N -2.6924 -2.2006 -0.9187  0.00
C -2.5067 -3.2580 -3.1441  0.00
O -1.8876 -3.2346 -4.2931  0.00
O -3.4054 -4.0352 -2.8645  0.00
C -0.1620 -0.8056 -3.1525  0.01
O -0.1710 -1.4175 -4.2537  0.00
O 0.5778 0.1412 -2.8217  0.04
H -1.9086 -0.0422 1.5546  0.00
H -2.3787 -1.7270 1.8539  0.00
H -3.5647 -0.5563 1.2408  0.00
H -3.4300 -2.8283 -0.6484  0.00
H -1.1476 -2.4773 -4.3109  0.00

The lowest unoccupied orbital energy (spin up / spin down) is 4.27 / 4.27 eV. The net charge is -2. As for the HOMO-LUMO gap (spin up / spin down): 5.85 / 5.93 eV. The calculation puts the energy relative to the best compared isomer or geometry (same formula, charge and spin) at 2.9 kcal per mole. The spin multiplicity is 6. As for the electronic energy: -155818.0894 eV.

***

Below is C11H7Cl2N3O3S5SbTc as an isolated structure, with properties calculated with ωB97M-V/def2-TZVPD.

Last column: Löwdin spin population.
Geometry (Å):
Tc -0.2945 -1.6877 -0.5402  0.66
O -1.9911 -1.2168 0.3787  0.04
N -2.2951 0.1047 0.3261  0.00
C -2.8059 0.6673 1.4748  0.01
C -3.5201 1.8415 1.3339  0.00
C -3.5338 2.5845 0.1245  0.01
C -2.7729 2.0994 -0.8928  0.00
C -2.2709 0.7628 -0.9079  0.01
S -1.4529 -0.0232 -2.2367  0.05
H -2.6529 -0.0070 2.2630  0.00
H -3.8333 2.3576 2.2403  0.00
H -4.0111 3.5414 -0.0217  0.00
H -2.2384 2.6909 -1.6213  0.00
S -2.3031 -2.3640 4.1079  0.00
Sb -0.7143 -3.4093 2.7514  0.00
S 0.5227 -1.6062 1.7216  0.01
S -1.7099 -4.3209 0.7387  0.13
S 0.6297 -5.0774 3.6058  0.00
Cl 2.3488 -0.6608 -3.1857  0.00
C 2.8594 0.2668 -1.9077  0.02
C 4.0620 1.0032 -1.9007  0.00
C 4.3088 1.8646 -0.8651  0.02
C 3.4076 2.0440 0.1596  0.00
C 2.2199 1.2853 0.2311  0.02
Cl 0.9513 1.6728 1.3819  0.00
C 1.9911 0.3578 -0.7943  0.00
N 0.9524 -0.4568 -0.6502  0.01
H 4.7617 0.7867 -2.7792  0.00
H 5.3309 2.3001 -0.9724  0.00
H 3.6469 2.7196 0.9664  0.00
O -0.8046 -2.9354 -1.9215  0.03
N 0.3197 -3.7067 -1.8304  0.00
O 0.8920 -3.4790 -0.7778  0.00

The lowest unoccupied orbital energy (spin up / spin down) is 0.02 / 0.14 eV. The net charge is -1. As for the HOMO-LUMO gap (spin up / spin down): 4.37 / 4.48 eV. The calculation puts the energy relative to the best compared isomer or geometry (same formula, charge and spin) at 90.3 kcal per mole. The spin multiplicity is 2. As for the electronic energy: -110085.9015 eV.

***

Below is C11H7FeNO4 as an isolated structure, with properties calculated with ωB97M-V/def2-TZVPD.

Last column: Löwdin spin population.
Geometry (Å):
O -2.5072 0.7166 -0.1511  0.03
C -3.6551 0.9656 -0.6563  0.00
N -4.7217 0.9822 -1.1616  0.00
O 4.3229 1.2840 1.4242  0.10
C 3.4162 0.6484 1.0423  0.10
Fe 1.7352 0.3619 0.9628  2.10
C 1.0826 0.9728 2.5443  0.04
O 0.5283 1.5918 3.3630  0.01
C 1.2876 1.9186 0.3027  0.01
O 0.9372 2.9950 0.0334  -0.02
C -1.9223 -0.6169 -0.4291  0.10
C -1.2031 -0.4860 -1.7419  0.26
C 0.1273 -0.2639 -1.9591  0.03
C 1.2542 -0.4776 -1.0908  0.33
C 1.2817 -1.4041 0.0013  0.13
C 0.1452 -1.5341 0.8756  0.16
C -1.0301 -0.8272 0.7868  0.51
H -2.6795 -1.4171 -0.4841  0.02
H -1.8924 -0.4364 -2.5926  0.01
H 0.3843 0.0632 -2.9755  0.00
H 2.2160 -0.2007 -1.5504  0.02
H 2.0935 -2.1481 0.0919  0.02
H 0.2208 -2.3068 1.6566  0.02
H -1.4217 -0.3813 1.7077  0.02

The lowest unoccupied orbital energy (spin up / spin down) is 0.09 / -2.80 eV. The net charge is 0. As for the HOMO-LUMO gap (spin up / spin down): 6.99 / 5.98 eV. The calculation puts the energy relative to the best compared isomer or geometry (same formula, charge and spin) at 0.0 kcal per mole. The spin multiplicity is 5. As for the electronic energy: -55580.3550 eV.

***

Below is an isolated ion of composition C11H7I2O2 and charge -1, with properties calculated with ωB97M-V/def2-TZVPD.

Last column: Löwdin charge in e.
Geometry (Å):
C -0.5469 -2.7577 -1.8164  0.11
C -0.9763 -2.2056 -0.8443  -0.17
C -1.6860 -1.5568 0.2831  -0.23
C -1.3621 0.0438 0.2386  -0.61
I -2.6406 0.8982 1.7706  0.90
C -2.0505 0.6029 -1.1396  -0.81
O -1.7591 1.7440 -1.4670  -0.03
O -2.7055 -0.2691 -1.6874  -0.03
C 0.0463 0.4347 0.4376  -0.24
C 0.3509 1.7881 0.7641  -0.08
C 1.6138 2.2102 0.6799  -0.17
C 2.6413 1.2888 0.6149  -0.73
I 4.6335 1.9123 0.9130  0.77
C 2.4428 -0.0448 0.3917  -0.16
C 1.1206 -0.4253 0.2665  -0.03
H -0.3887 -2.9910 -2.7703  -0.02
H -1.4549 -2.1726 1.1342  0.09
H -2.7312 -1.8896 0.0665  0.12
H -0.5396 2.3595 1.0974  0.05
H 1.8420 3.2697 0.5746  0.10
H 3.1337 -0.8405 0.5685  0.09
H 1.0163 -1.3990 -0.0761  0.07

The lowest unoccupied orbital energy is 2.33 eV. The net charge is -1. As for the HOMO-LUMO gap: 7.17 eV. The calculation puts the energy relative to the best compared isomer or geometry (same formula, charge and spin) at 0.0 kcal per mole. As for the electronic energy: -31815.7672 eV. The SMILES is C#CC[C@](I)(C(=O)[O-])c1ccc(I)cc1.

***

Below is C11H7MnN2O6 as an isolated structure, with properties calculated with ωB97M-V/def2-TZVPD.

Last column: Löwdin spin population.
Geometry (Å):
O 4.7736 0.4004 2.5349  0.00
C 4.6235 0.6742 1.4257  0.00
Mn 0.4819 1.7475 -1.1638  3.35
O -0.2140 3.1156 1.2923  0.10
C 0.0598 2.6658 0.2566  0.08
C -0.9532 2.2037 -2.8947  0.16
O -1.7847 2.2928 -3.7645  0.23
C 0.5534 1.7003 -3.4222  0.04
O 1.0316 1.2842 -4.4166  0.00
C 1.7923 2.9665 -1.5526  0.03
O 2.5882 3.7778 -1.8390  0.07
H 1.5274 1.0031 -0.2783  -0.11
N -1.3499 -2.7326 3.2469  0.00
C -0.6388 -1.6838 2.7626  0.00
O 0.0389 -0.9910 3.5108  0.00
C -0.7538 -1.4287 1.2760  0.00
C -1.4871 -2.2553 0.3858  0.02
C -1.5050 -1.9102 -0.9740  0.00
C -0.8670 -0.7373 -1.4090  0.03
N -0.3743 0.1319 -0.5207  0.00
C -0.1496 -0.2865 0.7569  0.01
H -1.3441 -2.8492 4.2411  0.00
H -1.9513 -3.2764 2.6535  0.00
H -2.0081 -3.1304 0.7342  0.00
H -1.9879 -2.5153 -1.7495  0.00
H -0.6753 -0.4574 -2.4323  0.01
H 0.5735 0.2902 1.3400  0.00

The lowest unoccupied orbital energy (spin up / spin down) is -10.47 / -11.64 eV. The net charge is +2. As for the HOMO-LUMO gap (spin up / spin down): 5.76 / 4.59 eV. The calculation puts the energy relative to the best compared isomer or geometry (same formula, charge and spin) at 44.5 kcal per mole. The spin multiplicity is 5. As for the electronic energy: -58080.4905 eV.

***

Below is one molecule with the formula C11H8, with properties calculated with ωB97M-V/def2-TZVPD.

Last column: Löwdin charge in e.
Geometry (Å):
C 2.0894 -2.7601 -2.7559  0.12
C 1.4879 -2.0163 -2.0278  -0.11
C 0.8287 -1.2563 -1.0109  -0.25
C 1.4716 -0.3815 -0.1510  0.05
C 0.4483 0.3991 0.5876  -0.21
C 0.6161 1.3054 1.6593  -0.01
C -0.5711 1.8833 2.1413  -0.08
C -1.8318 1.7215 1.5400  -0.09
C -1.9132 0.9433 0.4038  -0.03
C -0.7635 0.2273 0.0065  -0.16
C -0.6338 -0.8792 -1.0979  -0.07
H 2.7549 -3.4298 -3.2459  0.02
H 2.6255 -0.4261 0.0678  0.16
H 1.5360 1.2084 2.0966  0.08
H -0.5299 2.4791 3.0720  0.11
H -2.5902 2.4274 1.8429  0.10
H -2.8437 0.9114 -0.1254  0.10
H -1.0563 -0.4936 -2.0565  0.14
H -1.1249 -1.8633 -0.9464  0.13

The lowest unoccupied orbital energy is 0.36 eV. The net charge is 0. As for the HOMO-LUMO gap: 8.63 eV. The calculation puts the energy relative to the best compared isomer or geometry (same formula, charge and spin) at 0.0 kcal per mole. As for the electronic energy: -11533.6991 eV. The SMILES is C#CC1=Cc2ccccc2C1.

***

Below is C11H8CrNO5 as an isolated structure, with properties calculated with ωB97M-V/def2-TZVPD.

Last column: Löwdin spin population.
Geometry (Å):
O -0.0201 3.0224 -2.0429  0.03
C -0.0154 1.8645 -2.0082  0.02
Cr 0.0006 -0.0016 -2.0893  1.10
C 0.0145 -1.8717 -2.0559  0.02
O 0.0197 -3.0251 -2.1096  0.03
C -0.0016 -0.0211 -4.0632  0.21
O -0.0863 -0.9885 -4.7952  0.54
C 1.8480 0.0043 -2.2168  -0.01
O 2.9997 0.0314 -2.3479  -0.01
C -1.8486 -0.0173 -2.2149  -0.01
O -3.0003 -0.0096 -2.3458  -0.01
H 0.0888 1.0178 -4.5717  0.11
N 0.0033 0.0041 0.0819  0.26
C -0.0008 0.0022 1.4069  0.17
C -1.1468 -0.4001 2.0775  0.12
C -1.1384 -0.3962 3.4701  0.03
C 0.0007 -0.0066 4.1780  0.27
C 1.1378 0.3929 3.4729  0.03
C 1.1430 0.4060 2.0805  0.12
H -0.9796 -0.3703 -0.1695  0.00
H 0.9875 0.3645 -0.1695  0.00
H -2.0539 -0.7169 1.5601  0.00
H -2.0339 -0.7034 4.0203  0.00
H 0.0011 -0.0132 5.2661  0.01
H 2.0329 0.6992 4.0226  0.00
H 2.0478 0.7323 1.5636  0.00

The lowest unoccupied orbital energy (spin up / spin down) is -8.12 / -10.86 eV. The net charge is +2. As for the HOMO-LUMO gap (spin up / spin down): 8.96 / 6.02 eV. The calculation puts the energy relative to the best compared isomer or geometry (same formula, charge and spin) at 20.9 kcal per mole. The spin multiplicity is 4. As for the electronic energy: -51663.0118 eV.

***

Q: energy relative to the best compared isomer or geometry (same formula, charge and spin) of number 3 (C11H7FeNO4)?
A: 0.0 kcal per mole